No. 1
The following is a quantum chemistry calculation of a molecular structure, C38H69FeN5OSSi3 in a non-equilibrium geometry, from the OMol25 dataset.

The geometry in XYZ format:
```
118
Properties=species:S:1:pos:R:3:forces:R:3:lowdin_charge:R:1
Fe 1.578 -0.545 -2.839 -0.2 -0.4 0.8 0.579
S 2.158 -1.552 -0.746 -0.3 0.3 -0.9 0.618
C 1.296 -3.061 -0.839 -0.2 -1.7 -0.6 -0.736
C 1.649 -3.993 0.157 -0.5 -0.9 0.9 -0.133
C 1.000 -5.243 0.205 -0.3 -0.1 -1.1 -0.067
C -0.016 -5.523 -0.736 -0.2 0.2 0.3 -0.077
C -0.309 -4.533 -1.676 1.8 -0.3 1.9 -0.169
N 0.395 -3.411 -1.827 0.5 1.4 1.8 -0.009
H 2.380 -3.677 0.932 -0.6 -0.4 -0.7 0.098
H 1.210 -6.093 0.862 0.4 0.8 0.3 0.105
H -0.631 -6.457 -0.689 0.7 1.0 0.0 0.113
H -1.183 -4.611 -2.223 -1.4 -0.3 -1.7 0.080
C 1.549 -0.761 -5.983 0.9 -0.6 0.6 -0.064
N 0.910 -1.411 -4.774 0.7 -0.5 -1.4 -0.281
C 1.236 -2.907 -4.821 0.3 0.8 0.4 -0.041
C -0.515 -1.181 -4.897 -1.1 -1.4 0.6 -0.257
C -1.196 -1.120 -3.566 -0.1 0.9 2.5 -0.130
N -0.535 -0.007 -2.637 -2.1 -1.1 -1.1 -0.290
C -0.640 1.332 -3.289 0.5 -0.4 0.1 -0.091
C -1.338 0.130 -1.358 2.0 -0.2 0.0 -0.073
H 1.305 -1.300 -6.900 -0.1 -0.3 0.0 0.088
H 2.637 -0.840 -5.823 -0.4 0.3 -0.2 0.072
H 1.268 0.282 -6.188 0.0 -0.3 0.8 0.094
H 0.720 -3.325 -5.705 0.3 -0.1 0.4 0.089
H 0.946 -3.394 -3.855 0.0 0.5 -1.1 0.060
H 2.341 -3.011 -4.926 -0.8 0.1 0.0 0.098
H -1.078 -1.927 -5.498 0.6 -0.1 0.1 0.140
H -0.677 -0.283 -5.412 -0.1 1.3 -0.7 0.077
H -1.029 -2.059 -2.955 -0.4 1.0 -0.8 0.101
H -2.285 -0.858 -3.671 0.8 -0.4 0.1 0.137
H -1.646 1.746 -3.240 -0.3 -0.1 0.0 0.081
H -0.391 1.225 -4.356 0.4 0.5 0.6 0.075
H 0.010 2.031 -2.731 -0.1 -0.3 -0.6 0.099
H -2.202 0.708 -1.542 -1.4 0.4 -0.5 0.055
H -0.711 0.789 -0.767 0.1 -0.1 0.6 0.079
H -1.603 -0.756 -0.751 0.6 0.1 -0.8 0.105
C 4.648 1.169 -0.803 3.8 2.5 0.6 -0.074
C 5.060 2.013 -2.135 -1.4 -1.2 -0.9 -0.546
C 6.485 2.404 -2.475 1.6 -0.1 3.7 -0.129
C 4.326 3.329 -1.890 -1.8 0.1 -0.6 -0.148
Si 4.308 1.089 -3.811 -0.2 2.0 1.8 0.500
O 2.802 0.693 -3.423 0.0 0.5 -0.6 -0.418
C 4.569 2.516 -5.018 0.8 0.8 -2.0 -0.193
C 5.881 2.673 -5.632 -1.3 -1.1 0.8 -0.104
C 6.158 3.697 -6.532 0.4 -0.2 -0.4 -0.101
C 5.220 4.695 -6.763 -0.3 0.1 0.9 -0.092
C 4.005 4.598 -6.078 -0.2 2.0 -1.6 -0.128
C 3.598 3.517 -5.368 2.1 -2.1 1.4 -0.100
C 5.287 -0.352 -4.433 -1.3 -0.1 -0.7 -0.258
C 5.615 -1.346 -3.532 0.1 -0.4 -0.1 -0.097
C 6.628 -2.204 -3.861 1.2 -1.9 0.1 -0.099
C 7.235 -2.229 -5.123 0.7 1.3 -0.7 -0.098
C 6.763 -1.358 -6.121 -1.0 0.1 -0.2 -0.072
C 5.652 -0.536 -5.757 1.8 0.4 -1.1 -0.120
H 4.165 0.271 -1.009 -1.1 -1.4 -0.2 -0.048
H 4.073 1.874 -0.134 0.4 -1.2 -0.7 0.074
H 5.613 0.919 -0.219 -1.4 0.2 -0.8 0.095
H 6.912 2.679 -1.379 0.0 -0.7 -2.4 0.124
H 6.531 3.339 -2.990 -0.3 0.6 -0.5 0.048
H 7.144 1.723 -3.044 -0.3 -0.1 0.7 0.070
H 4.758 3.987 -1.088 -0.2 -0.9 -0.3 0.092
H 3.295 2.938 -1.595 0.9 1.5 -0.4 0.085
H 4.262 3.985 -2.793 -0.1 -0.5 0.6 0.069
H 6.666 1.896 -5.429 -0.9 0.9 -0.3 0.106
H 7.107 3.629 -7.073 -0.2 0.4 0.2 0.103
H 5.339 5.620 -7.343 0.5 -0.7 0.0 0.104
H 3.365 5.479 -6.216 -0.2 -0.6 0.1 0.103
H 2.628 3.428 -4.948 -0.8 0.1 0.3 0.088
H 4.951 -1.541 -2.703 0.5 0.4 0.9 0.097
H 7.044 -2.922 -3.133 -0.6 0.3 -0.3 0.111
H 8.155 -2.802 -5.295 -0.5 0.0 0.1 0.100
H 7.184 -1.204 -7.174 -0.6 -0.8 1.7 0.123
H 5.195 0.047 -6.566 0.3 0.2 0.5 0.105
N -2.193 5.886 5.895 3.3 1.3 1.6 0.031
C -2.361 4.380 5.954 -1.6 -0.3 -1.3 -0.091
C -3.031 3.979 7.284 -1.3 -0.1 -1.0 -0.168
N -4.123 4.946 7.596 0.8 -0.7 0.7 -0.059
C -3.782 6.389 7.755 -0.7 -2.1 -2.5 -0.163
C -3.331 6.785 6.327 -1.4 -1.2 0.4 -0.098
H -1.781 6.149 4.996 -0.8 0.0 -0.3 0.176
H -1.349 6.157 6.504 -1.5 -0.7 -0.5 0.210
H -1.418 3.887 5.831 0.8 0.2 0.2 0.119
H -2.879 4.139 4.951 0.0 0.1 2.0 0.168
H -2.338 3.805 8.099 0.7 0.5 0.1 0.113
H -3.497 2.964 7.182 0.2 0.9 -0.3 0.147
H -4.559 4.544 8.419 -0.3 0.5 0.0 0.118
H -3.076 6.693 8.486 0.9 0.0 0.9 0.104
H -4.733 6.855 7.942 -0.2 0.5 0.1 0.123
H -3.087 7.830 6.312 0.7 0.3 -0.5 0.123
H -4.155 6.544 5.633 0.3 0.3 0.3 0.144
C -3.636 -1.479 5.515 2.6 0.7 -0.7 -0.249
Si -5.431 -1.225 5.203 -2.6 -2.5 -0.4 0.291
C -5.871 -0.042 3.708 1.2 -0.1 0.3 -0.221
C -6.219 -0.378 6.702 1.4 0.8 0.3 -0.227
C -6.147 -2.916 5.188 -0.4 -0.5 -0.2 -0.371
Si -5.657 -4.674 4.686 -0.5 2.4 0.0 0.340
C -7.229 -5.591 4.996 -0.4 -0.9 1.2 -0.251
C -4.368 -5.485 5.794 0.4 -0.8 0.5 -0.240
C -5.188 -5.022 2.805 1.9 0.0 0.8 -0.217
H -3.012 -0.586 5.166 -0.4 -0.8 0.7 0.012
H -3.211 -2.317 4.886 -0.6 0.6 0.8 0.030
H -3.449 -1.687 6.605 -0.1 0.2 -1.1 0.034
H -5.994 0.955 4.153 0.0 0.1 -0.4 -0.022
H -6.730 -0.277 3.064 0.2 -0.2 0.5 0.010
H -4.959 -0.053 3.074 -0.5 0.3 0.0 -0.004
H -6.452 0.694 6.529 -0.4 -0.6 0.2 0.000
H -5.465 -0.399 7.524 -0.5 -0.1 -0.3 0.010
H -7.030 -1.049 6.966 -0.4 0.4 0.2 0.000
H -7.233 -2.955 5.566 1.4 0.1 -0.6 -0.044
H -7.376 -5.652 6.114 0.1 0.0 -1.1 0.043
H -7.276 -6.599 4.575 0.0 -0.1 0.1 0.014
H -8.045 -5.015 4.591 -0.4 0.2 -0.2 0.005
H -4.584 -5.377 6.885 0.1 0.4 -0.9 0.027
H -3.369 -5.081 5.565 -0.2 -0.2 0.3 0.005
H -4.340 -6.588 5.652 0.1 0.5 -0.2 0.015
H -4.490 -5.924 2.689 -1.0 1.1 0.1 0.024
H -4.688 -4.142 2.326 -0.3 -0.6 0.5 0.005
H -6.091 -5.184 2.257 -0.7 -0.3 -0.4 -0.020
```
Positions in Å, forces in eV/Å.

Properties
E_tot ... -4368.53112 a.u.
Expectation value of S² ... 6.0118
Orbital gap ... 1.8 eV
Net charge ... 0
E_HOMO ... -3.63 eV
Spin multiplicity ... 5
E_LUMO ... -1.879 eV

=====

No. 2
The following is a quantum chemistry calculation of a molecular structure, C18H45Br3O19S6 in a non-equilibrium geometry, from the OMol25 dataset.

The geometry in XYZ format:
```
91
Properties=species:S:1:pos:R:3:forces:R:3:lowdin_charge:R:1
O -2.960 0.363 -3.374 -0.5 0.2 0.4 -0.274
S -4.158 1.152 -3.349 -0.1 1.6 -1.1 0.616
O -5.397 0.643 -2.840 0.4 -0.4 0.0 -0.269
O -3.908 2.591 -2.641 0.7 -0.7 -0.3 -0.346
C -4.194 2.746 -1.245 -2.2 -0.5 0.7 -0.284
C -5.602 3.334 -1.110 -0.2 0.4 -1.6 -0.067
C -4.397 1.860 -4.999 0.0 0.6 0.3 -0.108
H -3.494 3.421 -0.762 0.5 -0.3 -0.3 0.103
H -4.249 1.774 -0.751 0.7 0.0 0.0 0.116
H -5.658 4.154 -1.836 0.2 0.6 0.7 0.063
H -5.883 3.632 -0.103 0.1 0.1 0.0 0.079
H -6.379 2.715 -1.563 0.2 -0.7 0.6 0.072
H -4.390 1.105 -5.779 -0.1 -0.2 0.2 0.072
H -3.642 2.618 -5.213 0.5 -0.4 0.3 0.037
H -5.310 2.455 -5.013 -0.3 -0.5 0.2 0.072
O -1.043 -3.362 2.391 0.2 0.6 1.5 -0.292
S -0.902 -2.995 3.788 -1.1 -1.5 -0.1 0.631
O -0.194 -1.794 4.147 -0.3 -0.5 -0.1 -0.281
O -2.400 -3.008 4.451 0.6 0.0 -0.5 -0.270
C -3.041 -1.743 4.690 0.8 0.8 1.6 -0.277
C -4.157 -1.922 5.709 0.4 -1.3 -0.5 -0.056
C -0.277 -4.434 4.743 -0.8 1.6 0.0 -0.087
H -3.382 -1.276 3.769 0.0 -0.2 0.0 0.106
H -2.290 -1.138 5.206 0.0 0.4 -0.7 0.102
H -4.689 -0.996 5.898 -0.3 -0.1 -0.3 0.083
H -3.760 -2.266 6.665 0.2 0.1 -0.1 0.080
H -4.740 -2.759 5.314 -0.7 0.4 0.3 0.082
H -0.358 -4.211 5.808 0.5 0.6 -0.1 0.067
H 0.743 -4.473 4.374 0.0 -0.8 0.1 0.061
H -0.969 -5.268 4.664 0.4 -0.2 -1.0 0.072
O -1.287 2.014 -0.939 -0.3 -0.1 0.5 -0.269
S -0.003 1.431 -1.127 2.1 -2.1 -0.5 0.606
O 1.191 2.216 -1.072 -0.1 0.8 0.0 -0.292
O 0.244 0.213 -0.040 -1.3 1.1 -1.0 -0.273
C 1.597 -0.074 0.347 0.3 -0.7 1.1 -0.255
C 1.714 -1.576 0.642 -0.3 0.6 -0.3 -0.053
C 0.023 0.429 -2.619 -0.3 -0.5 0.7 -0.120
H 1.786 0.517 1.242 0.3 0.2 -0.2 0.125
H 2.298 0.138 -0.458 -0.1 0.4 0.1 0.101
H 1.585 -2.015 -0.349 0.1 -0.7 0.3 0.070
H 0.992 -1.978 1.351 -0.3 0.2 -0.2 0.053
H 2.681 -1.816 1.082 0.2 0.1 -0.4 0.083
H -0.393 0.950 -3.473 -0.1 0.1 0.1 0.035
H -0.552 -0.450 -2.324 -0.4 0.2 -0.4 0.069
H 1.021 0.056 -2.838 0.2 0.5 0.2 0.068
O 1.049 -6.863 0.641 0.8 0.2 -0.2 -0.266
S 1.909 -5.719 0.598 0.4 0.2 0.8 0.630
O 1.632 -4.619 1.484 0.4 -0.2 -0.5 -0.297
O 3.450 -6.219 0.923 -2.0 0.2 -0.3 -0.258
C 4.411 -5.206 1.161 2.1 0.1 -0.6 -0.292
C 5.770 -5.947 1.100 -0.3 -0.5 0.9 -0.059
C 2.077 -5.142 -1.109 -0.6 -0.4 1.7 -0.084
H 4.310 -4.652 2.094 -0.5 -0.5 0.2 0.118
H 4.452 -4.408 0.409 -0.6 -0.3 -0.4 0.103
H 6.588 -5.346 0.712 0.0 0.1 0.2 0.074
H 5.748 -6.889 0.550 -0.4 0.3 -0.6 0.077
H 5.979 -6.336 2.100 0.4 0.4 0.1 0.075
H 1.817 -6.028 -1.678 0.4 0.2 -0.4 0.071
H 3.086 -4.748 -1.154 0.0 0.0 -0.6 0.054
H 1.315 -4.370 -1.186 0.1 0.1 -0.2 0.064
O 3.258 3.860 -5.687 -0.7 -0.5 0.6 -0.262
S 2.932 3.188 -4.464 1.5 -0.8 2.4 0.605
O 1.856 2.252 -4.268 0.1 0.4 -0.9 -0.372
O 4.300 2.355 -4.093 -1.2 0.9 0.3 -0.273
C 4.557 1.908 -2.717 1.3 0.1 -1.1 -0.242
C 6.058 1.732 -2.758 0.9 0.0 0.5 -0.082
C 2.897 4.350 -3.066 0.0 0.4 -0.2 -0.126
H 4.072 0.963 -2.483 -0.4 0.1 -0.2 0.116
H 4.328 2.652 -1.961 -0.3 0.0 -0.2 0.099
H 6.617 2.641 -2.993 -0.5 0.4 0.1 0.082
H 6.408 1.053 -3.536 -0.4 -0.4 0.2 0.081
H 6.427 1.430 -1.773 0.0 -0.3 -0.1 0.082
H 1.994 4.960 -3.058 0.1 0.1 -0.7 0.027
H 3.810 4.938 -3.149 -0.2 0.2 -0.2 0.078
H 2.868 3.927 -2.063 0.0 -0.8 -0.4 0.045
C -1.697 5.026 -2.949 0.0 -0.7 -0.2 -1.523
Br -3.377 5.501 -3.795 0.5 0.4 0.2 0.623
Br -0.797 6.474 -2.006 -0.2 -0.4 -0.7 0.602
Br -0.607 3.954 -4.222 -0.5 0.9 0.9 0.684
H -1.956 4.330 -2.163 0.1 -0.1 -0.1 -0.079
C -2.293 2.498 2.445 0.1 -1.2 -0.5 -0.161
C -2.015 0.986 2.818 -0.4 0.6 -1.4 -0.154
O -1.614 0.995 4.180 1.1 0.4 0.2 -0.210
S -1.073 2.479 4.533 -0.4 -0.4 0.5 0.643
O 0.193 2.767 3.927 -0.9 -0.4 -0.1 -0.216
O -1.241 2.704 5.930 -0.2 -0.1 -0.8 -0.212
O -2.283 3.143 3.708 0.4 1.0 0.4 -0.184
H -3.255 2.572 1.943 -0.2 0.3 0.5 0.122
H -1.551 2.928 1.774 0.2 -0.1 0.2 0.115
H -1.300 0.560 2.114 0.4 0.0 0.4 0.118
H -2.923 0.393 2.721 0.0 0.1 0.3 0.112
```
Positions in Å, forces in eV/Å.

Properties
E_tot ... -12253.39929 a.u.
Orbital gap ... 10.0 eV
Net charge ... 0
E_HOMO ... -10.33 eV
E_LUMO ... -0.292 eV

=====

No. 3
The following is a quantum chemistry calculation of a molecular structure, C37H43Cl3HgN3O2S5, from the OMol25 dataset.

The geometry in XYZ format:
```
94
Properties=species:S:1:pos:R:3:forces:R:3:lowdin_charge:R:1
Hg -1.362 -0.295 2.891 0.0 0.0 0.2 0.511
C 2.719 -2.551 2.567 -0.1 0.0 0.1 -0.045
C 2.296 -1.360 3.396 0.0 0.0 0.0 -0.203
C 1.640 -1.568 4.610 0.0 -0.1 0.0 -0.216
C 1.283 -2.979 5.023 0.0 0.1 0.0 -0.044
C 1.293 -0.478 5.418 0.0 0.0 -0.1 -0.213
C 0.577 -0.744 6.722 0.0 0.1 -0.1 -0.049
C 1.550 0.822 4.969 0.0 0.0 0.0 -0.204
C 1.232 2.023 5.836 -0.1 -0.1 -0.1 -0.054
C 2.068 1.028 3.683 0.0 0.1 0.0 -0.198
C 2.117 2.430 3.105 0.0 -0.1 0.1 -0.053
C 2.488 -0.062 2.916 0.0 0.0 0.0 -0.192
C 3.132 0.131 1.561 0.0 0.0 0.0 -0.046
H 3.556 -2.312 1.913 0.0 0.0 0.0 0.064
H 1.891 -2.888 1.935 0.2 0.0 0.1 0.054
H 3.019 -3.387 3.200 0.0 0.0 0.0 0.068
H 2.161 -3.521 5.395 0.0 0.0 0.0 0.081
H 0.876 -3.533 4.175 0.0 0.0 0.0 0.076
H 0.522 -2.992 5.800 0.0 0.0 0.0 0.061
H 1.164 -1.397 7.375 0.0 0.0 0.0 0.082
H -0.375 -1.237 6.522 -0.1 0.0 0.0 0.049
H 0.347 0.166 7.269 0.0 0.0 0.0 0.056
H 0.207 2.373 5.668 0.1 0.0 0.0 0.098
H 1.910 2.848 5.622 0.0 0.0 0.0 0.067
H 1.339 1.789 6.893 0.0 0.0 0.0 0.059
H 3.114 2.880 3.189 0.0 0.0 0.0 0.085
H 1.400 3.084 3.595 0.0 0.0 -0.1 0.059
H 1.839 2.415 2.052 0.0 0.0 0.0 0.054
H 4.139 -0.298 1.548 0.0 0.0 0.0 0.079
H 3.230 1.179 1.294 0.0 0.0 0.0 0.024
H 2.548 -0.367 0.782 0.2 0.1 0.2 0.046
Cl -2.332 1.023 -0.149 0.0 0.0 -0.1 0.544
C -2.757 2.694 -0.409 0.0 0.1 -0.1 -0.701
C -3.318 3.012 -1.635 0.0 -0.1 0.0 -0.172
C -3.678 4.319 -1.924 0.0 0.1 -0.1 -0.142
C -3.466 5.295 -0.959 0.0 0.0 0.0 -0.168
C -2.903 4.964 0.261 0.0 -0.4 -0.2 -0.704
Cl -2.676 6.269 1.391 0.0 0.0 0.1 0.581
C -2.506 3.639 0.624 0.0 0.2 0.1 -0.845
S -1.816 3.226 2.134 0.1 0.1 -0.2 0.334
H -3.480 2.221 -2.360 0.0 0.0 0.1 0.087
H -4.117 4.573 -2.881 0.0 0.0 0.0 0.082
H -3.743 6.325 -1.149 0.0 0.0 0.0 0.084
O -8.071 -3.254 3.672 0.2 0.0 0.0 -0.117
C -6.872 -3.145 3.833 -0.2 0.0 0.0 -1.082
S -5.669 -3.654 2.656 0.1 0.1 0.1 0.891
C -4.198 -3.249 3.572 0.0 -0.2 -0.3 -1.246
C -4.423 -2.688 4.840 0.0 0.1 0.2 -1.249
S -3.284 -2.226 5.973 0.0 0.0 0.0 0.445
S -6.132 -2.466 5.277 0.1 0.0 0.0 0.892
S -2.734 -3.575 2.823 -0.2 0.0 0.2 0.376
C 1.284 -1.229 -5.983 0.0 0.1 0.0 -0.045
C -0.126 -1.622 -5.512 0.0 -0.1 -0.1 -0.511
C -1.166 -0.961 -6.425 0.0 0.0 0.0 -0.047
C -0.256 -3.144 -5.691 0.0 0.1 0.0 -0.047
C -0.394 -1.233 -4.022 0.1 0.1 0.2 -0.427
O -1.502 -2.035 -3.627 0.0 0.0 0.0 -0.006
C -0.848 0.232 -3.820 0.2 0.1 0.0 -0.098
C 0.009 1.437 -4.282 0.0 -0.1 0.1 -0.124
C 1.102 1.887 -3.338 -0.1 0.0 0.0 -0.229
C 2.453 1.729 -3.631 0.0 -0.1 0.0 -0.055
C 3.436 2.146 -2.742 0.0 0.0 0.0 -0.111
C 3.062 2.741 -1.549 0.0 0.0 -0.1 -0.665
Cl 4.293 3.262 -0.435 0.0 0.0 0.0 0.660
C 1.725 2.936 -1.240 -0.1 0.0 0.1 -0.081
C 0.757 2.513 -2.140 0.0 -0.1 0.0 -0.025
C 0.849 -1.606 -3.175 -0.2 0.0 0.1 -0.049
N 0.604 -1.765 -1.750 -0.2 0.2 -0.1 -0.113
C 0.736 -0.890 -0.732 0.1 0.0 -0.2 -0.160
N 0.515 -1.479 0.416 -0.3 -0.2 -0.2 0.072
C 0.211 -2.752 0.050 0.0 0.1 -0.2 -0.213
N 0.260 -2.981 -1.250 0.0 0.1 0.2 0.107
H 1.371 -1.447 -7.051 0.0 0.0 0.0 0.086
H 2.056 -1.802 -5.463 0.0 0.0 -0.1 0.085
H 1.497 -0.168 -5.842 0.0 -0.2 0.0 0.054
H -1.073 -1.372 -7.435 0.0 0.0 0.0 0.083
H -1.031 0.123 -6.487 0.0 -0.1 0.0 0.078
H -2.177 -1.169 -6.065 0.1 0.0 0.0 0.094
H 0.021 -3.405 -6.718 0.0 0.0 0.0 0.082
H -1.275 -3.473 -5.506 0.0 0.0 0.0 0.085
H 0.398 -3.696 -5.012 0.0 0.0 -0.1 0.082
H -1.591 -2.027 -2.664 0.1 0.0 -0.1 0.102
H -1.066 0.356 -2.758 0.0 0.0 0.2 0.087
H -1.813 0.297 -4.323 0.0 0.0 0.1 0.112
H -0.687 2.275 -4.374 0.0 0.0 -0.1 0.122
H 0.421 1.264 -5.276 0.0 0.1 0.0 0.084
H 2.754 1.272 -4.570 0.0 0.0 0.0 0.103
H 4.486 2.014 -2.974 0.0 0.0 0.0 0.099
H 1.432 3.407 -0.307 0.0 0.0 -0.1 0.115
H -0.288 2.673 -1.900 -0.1 0.0 0.1 0.111
H 1.625 -0.857 -3.302 0.1 0.1 0.0 0.120
H 1.225 -2.571 -3.503 0.1 0.0 0.0 0.116
H 1.016 0.144 -0.871 0.0 0.0 -0.1 0.120
H -0.051 -3.523 0.761 0.0 0.1 -0.1 0.101
```
Positions in Å, forces in eV/Å.

Properties
E_tot ... -5275.53485 a.u.
Expectation value of S² ... 0.7684
Orbital gap (alpha / beta) ... 5.0 / 5.3 eV
Net charge ... -2
E_HOMO (alpha / beta) ... -1.59 / -1.91 eV
Spin multiplicity ... 2
E_LUMO (alpha / beta) ... 3.381 / 3.381 eV

=====

> Among the records above, which one has the lowest E_tot?

C18H45Br3O19S6